[1]
{"formula": "C7H11N2O2", "method": "ωB97M-V with the def2-TZVPD basis set", "spin_multiplicity": 1, "charge": 1, "lumo_ev": -4.991, "gap_ev": 8.24, "homo_energy_ev": -13.236, "elements": ["C", "C", "C", "C", "C", "C", "C", "N", "N", "O", "O", "H", "H", "H", "H", "H", "H", "H", "H", "H", "H", "H"], "coordinates": [[0.569601, 3.102517, -1.704124], [0.520156, 1.957271, -0.842794], [1.040279, 0.768334, -1.462816], [-0.155090, 2.008594, 0.386979], [-1.506299, -1.261840, 1.548912], [1.570175, 0.955895, -2.819211], [-2.404750, -1.769250, 2.347165], [0.493799, 3.970341, -2.443978], [1.188168, -0.438162, -0.979721], [-0.614647, 3.110110, 0.917108], [-0.155763, -1.013877, 1.715576], [-0.248844, 1.035027, 0.824232], [1.098944, 1.817762, -3.356971], [1.502366, 0.106013, -3.550501], [2.750157, 1.097187, -2.581353], [-1.996007, -2.312462, 3.190446], [-3.492408, -1.819366, 2.079292], [0.878921, -0.681154, 0.002776], [1.821822, -1.091194, -1.437583], [-2.030394, -0.819866, 0.722920], [-1.270700, 3.215215, 1.592966], [0.155979, -1.686022, 2.391185]], "atomic_forces_ev_per_a": [[-0.4736, 0.0756, 0.8175], [-1.0571, 0.5012, 1.1864], [0.0923, -0.5848, -0.4824], [0.5508, -0.1569, -1.2470], [-1.3767, 1.5576, -0.9421], [2.4593, 0.2799, -1.5374], [-0.1579, -1.6359, 1.0799], [0.1145, 0.6388, -0.2817], [-0.5427, -0.0334, 2.3927], [1.4870, 0.2352, -2.1463], [-0.0659, -1.8458, 0.8175], [-0.4672, -0.1400, 1.0324], [0.9856, -0.6909, 0.6526], [-0.0206, 0.3326, 1.2360], [-2.5427, 0.1835, -1.0196], [-0.6788, -0.0324, 0.6232], [1.4349, 0.0495, 0.3251], [0.4787, 0.2016, -1.2920], [-0.5821, 0.1520, -0.0764], [1.0883, 0.6724, -1.1253], [-0.5386, -0.9852, 0.9103], [-0.1877, 1.2252, -0.9235]], "lowdin_charge": [-0.200, -0.116, -0.277, -0.022, -0.307, -0.013, 0.026, 0.220, 0.228, 0.174, -0.064, 0.105, 0.092, 0.118, 0.185, 0.068, 0.099, 0.128, 0.154, 0.100, 0.149, 0.153]}

[2]
{"formula": "C7H11N2O2P", "method": "ωB97M-V with the def2-TZVPD basis set", "spin_multiplicity": 1, "lumo_ev": [-1.150, -1.556], "gap_ev": [7.26, 6.24], "homo_energy_ev": [-8.407, -7.798], "elements": ["C", "C", "C", "C", "C", "C", "C", "N", "N", "O", "O", "P", "H", "H", "H", "H", "H", "H", "H", "H", "H", "H", "H"], "coordinates": [[2.719757, -1.365417, 0.007946], [2.956848, -0.331139, -0.908777], [1.487560, -1.295191, 0.735836], [2.185416, 0.854471, -0.890601], [0.678961, -0.188597, 0.725567], [1.053121, 0.911819, -0.105845], [0.230316, 2.139203, -0.129722], [-2.132894, -1.900814, -0.579847], [-3.544612, 0.441042, 0.077138], [-2.321447, -1.106533, 1.764028], [-1.051319, 1.915638, 0.022166], [-2.295059, -0.617426, 0.246058], [3.134971, -2.357164, 0.075364], [3.627995, -0.434944, -1.855880], [1.163339, -2.081923, 1.409965], [2.480288, 1.708201, -1.492531], [-0.252493, -0.185075, 1.239821], [0.509320, 2.920647, 0.693999], [0.431613, 2.803992, -1.067137], [-2.230909, -1.761030, -1.594435], [-3.267388, 0.842107, -0.820410], [-3.547481, 1.125158, 0.713469], [-2.015908, -2.037018, 1.733829]], "atomic_forces_ev_per_a": [[-2.5868, 0.3274, -0.3071], [0.9177, -0.3032, -1.5994], [0.9816, 0.3018, 0.5387], [0.3361, -1.1910, 0.4751], [1.3028, 1.0650, -1.9670], [0.4621, -0.6155, 0.9962], [1.2821, 3.6548, -0.4306], [0.0586, 0.4973, -1.4754], [0.4712, -3.4348, -3.5460], [0.2835, 0.2001, -0.0810], [-3.6928, -1.9200, 0.4648], [-0.0581, 0.0114, 0.9067], [0.8860, 0.1716, -0.5145], [-0.6121, 0.0254, 2.3082], [0.3944, -0.3347, -0.2112], [-0.2093, -0.2095, -0.1547], [-0.1164, 0.3105, 0.6349], [0.3049, -1.3486, -0.6084], [0.0801, -1.3286, 0.7692], [0.2252, -0.3593, 0.4716], [-0.5965, 0.6119, -0.0473], [0.0348, 3.4613, 3.1720], [-0.1492, 0.4068, 0.2053]], "lowdin_charge": [-0.077, -0.089, -0.092, -0.059, -0.086, -0.214, -0.419, -0.139, -0.036, -0.176, -0.189, 0.668, 0.089, 0.131, 0.099, 0.109, 0.034, 0.146, 0.126, 0.016, 0.066, 0.002, 0.091]}

[3]
{"formula": "C7H11N2OS", "method": "ωB97M-V with the def2-TZVPD basis set", "spin_multiplicity": 1, "charge": 1, "lumo_ev": -3.294, "gap_ev": 9.09, "homo_energy_ev": -12.379, "elements": ["C", "C", "C", "C", "C", "C", "C", "N", "N", "O", "S", "H", "H", "H", "H", "H", "H", "H", "H", "H", "H", "H"], "coordinates": [[-0.045448, -2.985749, 0.643331], [-1.109796, -2.193484, 0.738799], [-1.446972, 0.172353, -0.054550], [1.285973, -2.309163, 0.420392], [0.011491, -0.122932, 1.491352], [-0.354145, 1.194148, -0.113247], [0.800654, 1.048001, -1.109156], [-1.010230, -0.822299, 0.821634], [-1.147868, 2.470997, 0.034485], [-2.584495, 0.331484, -0.467347], [1.457233, -0.969269, 1.683675], [-0.108292, -4.142412, 0.673604], [-2.090473, -2.526165, 0.851068], [2.091268, -3.082078, 0.621433], [1.528716, -1.857536, -0.603203], [-0.258959, 0.463276, 2.281005], [0.584758, 1.358122, -2.037130], [1.077037, -0.106606, -1.159311], [1.517720, 1.713328, -0.753287], [-1.245531, 2.713510, 1.000121], [-1.936062, 2.115504, -0.453034], [-0.637116, 3.252609, -0.395621]], "atomic_forces_ev_per_a": [[-0.0091, -0.9400, -0.8357], [0.3944, -1.4755, 0.1235], [-1.2516, -0.5874, -0.1212], [1.1090, -0.6292, -0.1419], [0.8447, -0.8768, -3.2122], [-0.0229, -2.9256, 1.9667], [-1.0284, -3.2261, 3.4288], [0.6465, 2.3532, -1.0216], [3.8323, 0.5253, -0.8550], [0.6609, 0.0909, -0.0924], [1.5641, -0.3695, 0.3077], [0.0031, 2.3162, -0.0415], [-1.4678, -0.8556, 0.0854], [-0.6386, 1.3001, -0.0712], [-0.7528, -0.8975, 1.3132], [-0.6716, 1.5339, 2.1078], [-1.2199, 0.9383, -3.6494], [-0.2611, 2.8468, 0.2634], [2.1177, 0.4677, 0.6172], [-0.7130, -0.0228, 0.7548], [-2.4679, 0.5672, -0.6706], [-0.6679, -0.1339, -0.2559]], "lowdin_charge": [-0.102, -0.092, -0.412, -0.394, -0.418, -0.188, 0.013, -0.048, 0.258, 0.109, 1.027, 0.156, 0.118, 0.106, 0.088, 0.068, 0.044, 0.124, 0.071, 0.167, 0.119, 0.186]}

[4]
{"formula": "C7H11N2S", "method": "ωB97M-V with the def2-TZVPD basis set", "spin_multiplicity": 1, "charge": 1, "lumo_ev": -4.030, "gap_ev": 8.84, "homo_energy_ev": -12.868, "elements": ["C", "C", "C", "C", "C", "C", "C", "N", "N", "S", "H", "H", "H", "H", "H", "H", "H", "H", "H", "H", "H"], "coordinates": [[0.595881, -1.257332, -2.216769], [0.080752, -1.433240, -3.440510], [-1.495182, -0.161956, -2.032218], [-0.242768, -0.425530, -1.483348], [0.356640, 0.738237, 0.333598], [-0.369767, -1.120959, 1.686435], [0.286738, 1.062440, 2.707245], [0.176834, 0.256179, 1.525467], [0.849121, 1.947950, 0.142719], [-1.466787, -0.800586, -3.651365], [1.646219, -1.333277, -2.061049], [0.460320, -2.012520, -4.282279], [-2.341459, 0.291833, -1.760522], [-1.153134, -1.411297, 0.878761], [0.367099, -1.780195, 1.972543], [-1.174136, -1.157119, 2.516884], [1.301665, 1.183115, 2.856436], [-0.021498, 2.012672, 2.391485], [-0.207394, 0.759767, 3.703027], [1.214460, 2.236876, -0.760545], [1.136396, 2.404941, 0.974007]], "atomic_forces_ev_per_a": [[1.6583, 1.4400, 0.4060], [-0.7181, -1.3145, -1.8649], [4.4134, -1.8665, -1.3411], [-1.7870, 2.4407, 2.4378], [-0.6710, -2.1736, -3.0581], [-5.1275, 1.3351, 0.0877], [-0.7150, -0.1496, 1.3242], [-2.1743, -2.6746, -0.5259], [-0.1951, -0.7397, -0.7856], [-0.4154, 0.1519, 1.1174], [0.4968, -0.6598, 0.5260], [0.3070, 0.2906, 0.4160], [-2.7403, 1.9327, 1.4885], [2.3917, 0.3415, 0.5580], [1.5963, -1.6752, -0.0085], [1.6560, 0.6214, -0.6311], [2.3598, 0.1486, 1.0340], [-1.0930, 1.6357, 0.2900], [0.5078, -0.0074, -2.1540], [-0.3606, -0.0419, 0.3834], [0.6102, 0.9646, 0.3001]], "lowdin_charge": [-0.191, -0.425, -0.339, -0.089, -0.090, -0.007, -0.016, -0.168, 0.185, 1.067, 0.112, 0.091, 0.021, 0.124, 0.063, 0.120, 0.079, 0.073, 0.155, 0.142, 0.092]}

[5]
{"formula": "C7H11N2S", "method": "ωB97M-V with the def2-TZVPD basis set", "spin_multiplicity": 3, "charge": 1, "lumo_ev": [-4.233, -7.864], "gap_ev": [6.56, 5.60], "homo_energy_ev": [-10.789, -13.468], "elements": ["C", "C", "C", "C", "C", "C", "C", "N", "N", "S", "H", "H", "H", "H", "H", "H", "H", "H", "H", "H", "H"], "coordinates": [[-0.483774, -1.090214, 0.749183], [-1.303844, -1.000720, -0.262043], [0.629736, -0.300653, 1.111285], [-1.111004, 1.153880, -1.206266], [1.717042, -0.829996, 2.052630], [-2.063871, -0.581692, -2.577028], [1.741318, 1.753026, 0.762878], [-1.414303, -0.136733, -1.327080], [0.603047, 0.897596, 0.663709], [-0.709583, 2.524015, -1.740061], [-0.734059, -1.861858, 1.323777], [-2.167580, -1.741467, -0.315548], [2.374438, 0.034714, 2.345948], [2.249303, -1.637124, 1.506914], [1.156220, -1.296260, 2.906066], [-1.264815, -0.516895, -3.259032], [-2.308491, -1.627761, -2.331325], [-2.939670, -0.025482, -2.870283], [1.529150, 2.398840, 1.527503], [1.773891, 2.422314, -0.073595], [2.726851, 1.462470, 1.012369]], "atomic_forces_ev_per_a": [[2.1433, 2.1170, 0.8684], [-4.7480, -0.4412, -3.8199], [1.1019, 0.2891, 0.8355], [0.4580, -1.2828, 1.9321], [-0.8878, -0.0188, -0.3340], [-0.1089, -1.7307, 1.5894], [-0.5277, 0.0708, -0.9322], [-0.4529, 0.8796, 0.5170], [1.0782, 0.2543, -0.9345], [0.0995, 1.6517, -1.4531], [-0.5117, -3.3370, 2.4812], [1.5733, 0.5588, 0.0112], [-0.6217, -1.4144, -0.0209], [0.0526, 0.5276, 0.5708], [0.8865, 0.4744, -0.4770], [0.5807, -0.1166, -1.4310], [-0.1356, 0.3313, -0.9064], [-0.0671, 0.4071, 0.1753], [-0.8558, 2.0369, 2.2773], [-0.0421, 0.1203, -0.7724], [0.9854, -1.3773, -0.1769]], "lowdin_charge": [0.041, -0.014, -0.298, -0.664, 0.015, 0.037, -0.085, -0.138, 0.077, 0.900, 0.096, 0.174, 0.090, 0.106, 0.110, 0.098, 0.106, 0.112, 0.085, 0.072, 0.080]}

[6]
{"formula": "C7H11N4", "method": "ωB97M-V with the def2-TZVPD basis set", "smiles": "C#CCCCN1NN=[N+]=C1C", "spin_multiplicity": 1, "charge": 1, "lumo_ev": -4.496, "gap_ev": 9.01, "homo_energy_ev": -13.502, "elements": ["C", "C", "C", "C", "C", "N", "N", "N", "N", "C", "C", "H", "H", "H", "H", "H", "H", "H", "H", "H", "H", "H"], "coordinates": [[-2.207058, -0.357704, 2.764230], [-1.638966, -0.645105, 1.728722], [-1.120545, -1.252080, 0.412562], [-1.546099, -0.410232, -0.849275], [-0.449124, 0.575735, -1.402601], [0.556316, 1.006452, -0.410563], [0.529122, 2.094021, 0.370741], [1.546553, 2.239713, 1.158101], [2.365144, 1.223085, 0.921258], [1.787589, 0.449167, -0.061618], [2.322581, -0.847966, -0.687842], [-2.550115, -0.289591, 3.802136], [-0.025514, -1.417285, 0.521154], [-1.572325, -2.271397, 0.286767], [-2.508168, 0.095498, -0.612637], [-1.764211, -1.148784, -1.665631], [-0.986520, 1.510165, -1.726421], [0.064641, 0.209898, -2.326369], [-0.278394, 2.715602, 0.288548], [1.981637, -1.747006, -0.117048], [3.440938, -0.791037, -0.623331], [2.052518, -0.941150, -1.770884]], "atomic_forces_ev_per_a": [[0.8989, -0.5789, -0.2126], [-0.3263, -0.6717, -0.4474], [-0.7297, 0.3078, 0.9346], [0.4232, -0.9528, 0.0030], [-1.5815, 0.9290, -0.5622], [3.5874, -0.8142, 1.2505], [-1.5594, 0.3649, -0.5195], [-0.0420, -1.1318, -0.9602], [-1.2735, -0.6195, -1.4401], [-1.0684, -0.0064, -0.1454], [0.6575, 0.7132, 0.2807], [0.1337, 0.2762, -1.0851], [-0.7831, 0.1921, -0.2650], [0.3463, 0.9362, 0.3692], [0.8516, -0.1148, -0.2384], [0.2160, 0.8286, 0.5970], [0.6787, -0.7454, 0.2409], [-0.1433, 0.1500, 1.1363], [0.4376, 0.1305, 0.5023], [0.2433, 0.8085, -0.4808], [-1.0204, -0.1484, -0.0053], [0.0534, 0.1468, 1.0476]], "lowdin_charge": [0.105, -0.134, -0.185, -0.143, -0.078, 0.003, 0.074, 0.111, 0.129, -0.207, 0.016, 0.054, 0.078, 0.131, 0.123, 0.126, 0.142, 0.141, 0.208, 0.099, 0.109, 0.099]}